{
  "formula": "C7H36O12",
  "method": "ωB97M-V with the def2-TZVPD basis set",
  "species": ["C", "C", "C", "C", "C", "C", "C", "H", "H", "H", "H", "H", "H", "H", "H", "H", "H", "H", "H", "H", "H", "O", "H", "H", "O", "H", "H", "O", "H", "H", "O", "H", "H", "O", "H", "H", "O", "H", "H", "O", "H", "H", "O", "H", "H", "O", "H", "H", "O", "H", "H", "O", "H", "H", "O"],
  "positions_angstrom": [[-1.17319, 1.92651, -2.26621], [-0.55535, 0.54083, -1.75900], [-1.05672, -0.61255, -2.12773], [0.69940, 0.91313, -1.00251], [0.99101, -0.04778, 0.17262], [1.90604, -1.02973, 0.25618], [2.28257, -1.66503, 1.52029], [-0.33243, 2.58534, -2.49187], [-1.84476, 1.96103, -3.10818], [-1.80079, 2.42878, -1.44910], [-2.01315, -0.76408, -2.62080], [-0.61860, -1.60310, -1.95846], [0.70732, 1.77773, -0.41991], [1.47555, 0.71100, -1.69929], [0.37812, 0.07765, 1.06245], [2.40250, -1.37928, -0.68051], [3.19276, -2.24131, 1.42105], [1.44424, -2.27524, 1.92474], [2.55765, -0.95102, 2.31790], [2.73423, 0.96779, 0.88424], [3.13142, 1.82414, 2.09767], [2.47462, 1.82661, 1.38048], [-2.40358, -1.23477, 1.52354], [-1.67839, 0.14122, 1.15541], [-2.20053, -0.62399, 0.88071], [-2.93952, -1.32230, 3.97702], [-3.97933, -1.11596, 2.95225], [-3.17928, -1.60142, 3.09281], [-2.53334, -3.48871, 0.09427], [-2.09509, -2.02186, -0.21057], [-2.13167, -2.87407, -0.61186], [2.44914, -2.98130, -2.67338], [1.12613, -2.26262, -3.11529], [2.01998, -2.51510, -3.44424], [-0.41310, 3.36224, 2.09825], [0.89838, 2.51302, 1.55299], [-0.07200, 2.48997, 1.80140], [-3.98318, 2.30315, 0.22124], [-3.43015, 0.89952, 0.42460], [-3.53260, 1.78631, 0.87777], [-2.36481, 1.79781, 2.53607], [-1.18001, 1.76486, 3.51123], [-1.96095, 1.29087, 3.33059], [1.14860, -0.60955, -5.06745], [2.04293, -0.86677, -3.96437], [1.59072, -0.10712, -4.42379], [2.44440, 3.98225, -1.95234], [2.76799, 2.48644, -2.38909], [2.63573, 3.41195, -2.65204], [1.63049, 1.09907, 3.07049], [0.69775, 0.51402, 4.14900], [1.59943, 0.55210, 3.89495], [0.03041, -4.68234, -0.63631], [-0.36892, -3.25095, -0.56613], [0.38195, -3.80741, -0.89173]],
  "mulliken_charge": [-1.4551, 1.4139, -1.1689, -0.7727, 0.1794, 0.1737, -1.0933, 0.3448, 0.4425, 0.2029, 0.2784, 0.0904, 0.6298, 0.0264, -0.1127, 0.1010, 0.3981, 0.1818, 0.3005, 0.3842, 0.2907, -0.7248, 0.3423, 0.1462, -0.4685, 0.2834, 0.3057, -0.6722, 0.3062, 0.5293, -0.7146, 0.3184, 0.3461, -0.7710, 0.2594, 0.2865, -0.5878, 0.2861, 0.2935, -0.6669, 0.2890, 0.2868, -0.5638, 0.2627, 0.4324, -0.6229, 0.2912, 0.3310, -0.6184, 0.3362, 0.3231, -0.6569, 0.2738, 0.3001, -0.5975],
  "homo_energy_ev": -9.106,
  "total_charge": 0,
  "multiplicity": 1,
  "lumo_ha": 0.0032,
  "orbital_gap_ev": 9.19,
  "de_lowest_kcal_mol": 90.0,
  "energy_ev": -32410.853
}